ORCA calculation (ωB97M-V/def2-TZVPD) on 11 unconnected molecules or ions with the total composition C53H124N7O16 in a non-equilibrium geometry.

Its spin multiplicity is 1. Its relative energy (zero: lowest compared OMol25 entry of this formula, charge and spin) is 3.2486 eV. The LUMO energy comes out at -6.96 eV. Its HOMO energy is -11.32 eV. As for the total charge: +3.

```
200
Properties=species:S:1:pos:R:3:forces:R:3
C -0.832626 -15.030444 -2.576539 0.59 -0.20 -1.65
C -1.802814 -13.976443 -3.124359 -0.39 -0.32 0.52
C -1.106081 -12.859354 -3.924319 -0.06 -1.64 -0.19
C -2.127650 -11.898843 -4.479027 0.19 0.82 1.16
N -1.645439 -11.074343 -5.655699 -0.82 -0.45 0.31
C -1.708310 -11.952985 -6.885976 0.50 0.10 -0.77
C -2.086888 -11.015352 -8.033564 0.10 -0.72 -0.91
C -2.696354 -9.756522 -7.415473 0.67 0.21 -0.27
C -2.659773 -9.985800 -5.917820 -0.73 -0.18 -0.19
C -0.269789 -10.476697 -5.321825 -1.65 0.30 -1.20
C 0.211114 -9.329381 -6.222685 1.35 -0.10 0.19
C 1.781379 -9.381279 -6.232666 -1.58 0.06 -0.21
H -1.199081 -15.778688 -1.879300 -0.22 0.65 0.56
H 0.112241 -14.555857 -2.310278 -0.09 -0.20 0.66
H -0.568001 -15.678665 -3.422692 0.17 0.17 -0.09
H -2.404589 -13.563822 -2.309768 0.02 0.17 -0.04
H -2.493918 -14.498336 -3.791031 -0.18 0.17 0.02
H -0.613608 -13.397728 -4.742571 0.19 0.22 -0.07
H -0.324696 -12.421479 -3.304530 -0.11 0.35 -0.10
H -2.422828 -11.220998 -3.671210 0.23 0.35 -0.18
H -3.072544 -12.387152 -4.713146 0.23 -0.16 -0.60
H -0.775596 -12.490902 -7.059679 0.29 0.44 0.20
H -2.419832 -12.769886 -6.770681 -0.37 0.41 0.48
H -1.236452 -10.825184 -8.692059 0.08 0.37 0.21
H -2.755283 -11.532763 -8.722980 -0.26 0.08 0.20
H -2.068204 -8.903502 -7.665234 -0.19 0.08 -0.04
H -3.702243 -9.536795 -7.762646 -0.02 -0.08 0.05
H -2.463465 -9.077522 -5.347122 0.10 -0.15 0.20
H -3.617064 -10.422751 -5.630285 0.02 0.17 0.26
H 0.376863 -11.341206 -5.429269 0.36 0.20 0.69
H -0.497452 -10.068988 -4.339192 0.87 -0.36 0.36
H -0.064434 -8.348104 -5.833151 -0.44 -0.13 0.08
H -0.096875 -9.362034 -7.264936 -0.19 -0.43 0.08
H 2.078400 -8.758988 -7.076449 0.60 -0.02 0.19
H 2.054820 -10.423491 -6.385458 0.45 0.12 -0.14
H 2.159312 -9.028355 -5.274447 0.27 0.01 -0.09
C -3.669474 2.572799 -13.378382 -0.80 -0.19 -0.21
C -3.364958 1.469408 -12.379475 -0.84 -1.18 0.17
C -2.093053 0.666559 -12.628560 0.43 0.58 -0.10
C -2.136803 -0.055368 -13.959972 -0.55 -0.51 0.58
N -0.799946 -0.626883 -14.405976 -1.88 0.12 -0.79
C 0.103291 0.522901 -14.858966 0.42 -1.27 1.66
C 0.950008 -0.087028 -15.946266 0.81 0.86 0.05
C -0.008513 -0.940682 -16.731809 -0.44 -0.25 -0.62
C -1.090537 -1.384388 -15.729691 0.58 0.39 -0.28
C -0.197591 -1.609400 -13.427347 0.55 -0.54 -0.34
C 0.508553 -1.102479 -12.191573 1.29 0.73 0.36
C 1.331914 -2.222815 -11.516233 -0.29 0.64 -0.46
H -4.118389 2.195305 -14.302776 0.65 -0.30 -0.20
H -2.787598 3.174921 -13.594086 -0.13 0.19 -0.05
H -4.515637 3.192019 -13.074025 0.42 0.31 0.55
H -4.136788 0.686880 -12.370759 -0.31 0.29 -0.32
H -3.423913 1.791483 -11.337911 0.51 0.41 -0.08
H -2.003888 -0.083302 -11.844181 0.08 0.10 0.06
H -1.235579 1.350436 -12.621062 0.11 -0.10 0.20
H -2.526253 0.571835 -14.761160 0.37 0.11 -0.09
H -2.843153 -0.884567 -13.861404 0.19 -0.17 0.04
H 0.678814 0.816931 -13.983838 0.01 0.23 -0.14
H -0.556535 1.345822 -15.118654 0.09 -0.08 -0.47
H 1.798711 -0.676399 -15.593262 -0.21 0.02 0.50
H 1.424552 0.760937 -16.445408 -0.17 -0.29 -0.60
H 0.414198 -1.849707 -17.155900 0.38 0.24 -0.09
H -0.415878 -0.370111 -17.566502 -0.25 -0.06 0.11
H -1.006115 -2.459319 -15.599447 -0.29 0.06 0.53
H -2.082763 -1.131016 -16.089180 -0.07 0.00 0.28
H 0.498194 -2.154144 -14.071629 0.44 0.12 0.31
H -0.893835 -2.401717 -13.140495 -0.73 0.55 -0.20
H -0.110329 -0.614057 -11.444137 -0.40 -0.29 -0.19
H 1.246148 -0.335421 -12.452771 -0.09 0.01 -0.27
H 2.110777 -1.782340 -10.891264 -0.20 0.08 0.23
H 1.887549 -2.751101 -12.292392 -0.23 -0.53 0.18
H 0.670594 -2.835505 -10.906547 0.28 -0.47 -0.16
C 9.205382 -3.181889 -6.123275 -0.62 0.07 -0.65
C 8.147765 -4.271287 -5.870069 1.34 0.95 -0.07
C 7.125879 -4.420945 -6.971719 -1.51 -0.53 -0.07
C 6.169604 -3.231530 -7.095883 0.93 0.76 0.78
N 4.940751 -3.406627 -7.933164 0.36 0.09 -0.04
C 4.233645 -2.094880 -8.094465 0.12 0.01 0.52
C 5.062383 -1.283339 -9.089023 -0.80 -0.04 -0.89
C 5.792897 -2.343812 -9.941358 0.10 -0.50 -0.03
C 5.324062 -3.678787 -9.372185 -1.03 -0.91 -0.43
C 4.034122 -4.474893 -7.393931 -0.77 0.16 -0.75
C 3.366987 -4.188798 -6.054567 1.63 0.03 0.69
C 2.463052 -5.369887 -5.707285 0.01 0.05 -0.16
H 9.686446 -3.353534 -7.087752 0.38 -0.03 0.20
H 9.917317 -3.093138 -5.307303 0.16 -0.19 -0.13
H 8.716865 -2.205744 -6.215532 0.02 0.03 0.10
H 7.727524 -3.969465 -4.906970 -0.55 -0.63 -0.04
H 8.641975 -5.238835 -5.788638 0.00 0.04 0.34
H 6.565275 -5.317327 -6.685235 -0.25 0.11 -0.15
H 7.523317 -4.669793 -7.957134 0.52 0.17 0.16
H 6.711994 -2.351486 -7.450837 -0.04 -0.19 -0.56
H 5.903744 -2.874680 -6.096184 -0.56 -0.42 0.03
H 3.259472 -2.325101 -8.526908 0.05 -0.16 -0.07
H 4.033677 -1.668921 -7.115501 0.29 0.15 0.02
H 4.301776 -0.823166 -9.723070 0.27 0.37 -0.04
H 5.706348 -0.480049 -8.742365 0.01 -0.23 0.46
H 5.480901 -2.291743 -10.982670 0.10 0.03 -0.01
H 6.878188 -2.261970 -9.936147 -0.01 0.16 0.18
H 4.390468 -4.034571 -9.824606 -0.16 0.48 -0.06
H 5.911044 -4.585894 -9.514955 0.67 0.37 0.50
H 4.623939 -5.387796 -7.430935 -0.26 -0.16 0.40
H 3.236117 -4.645952 -8.122544 0.26 0.06 -0.29
H 2.948318 -3.189646 -5.904363 -0.60 -0.09 -0.89
H 4.196885 -4.119291 -5.333534 -0.14 -0.38 0.28
H 1.673589 -5.109108 -5.001957 0.20 -0.09 0.25
H 3.108676 -6.154466 -5.316104 -0.33 -0.17 0.18
H 1.968279 -5.788493 -6.586438 0.14 0.09 -0.12
C -6.882546 -0.322019 -4.742582 -0.79 -1.22 -0.45
C -5.414804 -0.027241 -4.709311 0.46 0.94 0.62
C -4.619402 -0.821763 -5.734415 -0.61 -1.11 -0.46
O -4.988926 -0.311433 -6.990135 0.73 0.55 0.78
C -4.391566 -0.955942 -8.104116 -1.09 -0.04 -1.36
N -5.222722 1.450768 -5.097836 -0.78 -0.13 -1.20
H -4.250101 1.711069 -5.246579 0.04 0.16 0.39
H -5.647356 1.527240 -6.032959 0.19 -0.17 -0.11
H -5.750892 2.125728 -4.543885 0.36 -0.13 0.51
H -7.587003 0.173232 -4.075867 0.51 0.53 0.13
H -7.015038 -1.381172 -4.504771 0.15 0.00 0.04
H -7.244812 -0.247333 -5.770763 -0.04 0.20 0.04
H -4.971135 -0.082105 -3.714760 -0.13 -0.32 0.01
H -4.909624 -1.880467 -5.722244 -0.10 0.02 0.51
H -3.536957 -0.855408 -5.549787 0.08 0.57 -0.11
H -3.358873 -1.288448 -8.001519 0.05 0.33 0.29
H -4.541591 -0.225035 -8.899486 0.64 -0.11 -0.15
H -5.003171 -1.803046 -8.432234 0.16 -0.22 0.38
C 0.041479 -2.491654 -4.354091 -0.49 -0.45 -0.62
C 0.964658 -2.127878 -3.210184 -0.13 1.13 -0.47
C 2.450954 -1.963449 -3.457342 1.56 0.30 -0.12
O 2.747177 -1.007612 -4.463158 -1.20 -0.51 -0.60
C 4.101685 -0.556851 -4.523381 -0.71 1.12 -0.08
N 0.521622 -0.713236 -2.780128 -0.73 0.06 -0.27
H 0.302552 -0.142748 -3.599796 0.55 -0.08 -0.24
H -0.374577 -0.736554 -2.290917 0.27 -0.11 0.53
H 1.245764 -0.227415 -2.249999 -0.17 -0.01 0.26
H 0.236047 -3.467165 -4.801246 0.29 -0.06 0.29
H 0.028724 -1.808924 -5.207866 0.45 0.27 0.21
H -0.999152 -2.553299 -4.021499 0.07 0.02 0.24
H 0.765601 -2.764287 -2.350299 0.30 -0.08 0.02
H 2.942085 -2.906685 -3.705897 -0.28 -0.25 0.16
H 2.957445 -1.552211 -2.573665 -0.31 -0.56 0.55
H 4.250721 -0.198972 -5.541110 0.20 -0.43 -0.12
H 4.844163 -1.292289 -4.221536 -0.07 -0.07 0.04
H 4.142144 0.374714 -3.951007 0.49 -0.31 0.48
C -4.732941 -7.538235 -14.799186 -0.49 0.37 -0.71
C -3.684248 -7.025672 -13.826895 0.18 -0.72 0.71
C -2.471060 -6.424599 -14.476148 0.81 -0.20 -1.30
O -1.548845 -5.862764 -13.577097 -1.58 0.29 0.83
C -0.389827 -5.273609 -14.093725 0.52 -0.38 0.34
N -4.330568 -5.960194 -12.965426 -0.03 -1.10 -1.53
H -3.612241 -5.445376 -12.441893 -0.41 0.31 0.99
H -4.826974 -5.341303 -13.606539 0.03 0.41 0.35
H -5.029420 -6.512036 -12.472631 0.07 0.74 0.95
H -5.483695 -8.215772 -14.391369 0.33 -0.07 0.48
H -4.321596 -8.053431 -15.666064 0.31 0.00 0.16
H -5.324242 -6.707593 -15.205195 0.19 0.11 -0.12
H -3.423793 -7.834267 -13.132933 0.31 0.10 0.05
H -2.834919 -5.673588 -15.196340 0.23 0.10 -0.10
H -1.943653 -7.210696 -15.027794 -0.34 -0.09 -0.24
H -0.077824 -4.539756 -13.350014 0.07 0.07 -0.08
H -0.505624 -4.789380 -15.067637 -0.22 -0.09 -0.06
H 0.392087 -6.037733 -14.136411 0.10 0.11 -0.33
C -0.529129 -6.662336 -10.736128 1.79 0.95 -0.09
C -0.976548 -6.673704 -9.280106 -0.26 -0.07 -2.03
C -0.365745 -5.545452 -8.440823 -0.31 -1.32 0.89
O -0.990892 -4.292548 -8.655266 -0.04 0.45 -0.28
C -0.533253 -3.299518 -7.759763 0.96 0.17 -0.18
N -2.459027 -6.492845 -9.320707 -0.19 -0.26 0.10
H -2.637580 -5.545680 -9.691443 -0.42 0.33 0.35
H -2.928551 -7.114210 -9.987441 0.62 -0.62 0.04
H -2.871523 -6.649160 -8.387410 -0.32 0.64 0.32
H -0.424803 -5.615596 -11.047787 -0.44 0.01 -0.24
H -1.048571 -7.243809 -11.490425 -0.56 -0.12 0.52
H 0.507924 -6.999047 -10.785575 -0.07 -0.26 0.16
H -0.725405 -7.659895 -8.895801 -0.15 0.12 0.43
H 0.716000 -5.507151 -8.601805 -0.01 -0.04 -0.17
H -0.568007 -5.861990 -7.407529 0.23 0.31 0.18
H 0.473556 -3.561879 -7.408725 -0.07 -0.17 0.26
H -1.189479 -3.129714 -6.906091 -0.23 -0.36 -0.07
H -0.364397 -2.350280 -8.277306 -0.42 -0.03 -0.30
O -2.171238 -2.377810 -10.367669 0.55 -0.52 0.23
C -3.189740 -2.965268 -11.056196 -1.60 -0.30 -1.83
O -3.807854 -2.311686 -11.917498 0.70 0.27 0.58
O -3.388498 -4.186258 -10.785031 0.31 -0.49 0.07
H -1.793621 -3.208268 -9.994347 0.32 0.66 0.50
O 2.627679 -5.661920 -10.603315 -0.50 1.17 0.57
C 2.992841 -6.876465 -10.002636 2.05 -2.23 0.44
O 2.869436 -6.992419 -8.756821 -1.11 1.58 0.02
O 3.533887 -7.707273 -10.736737 -0.48 0.62 -0.69
H 2.888249 -5.708574 -11.529502 0.06 -0.50 0.03
O -2.554278 -4.534009 -5.517642 0.17 1.12 -0.19
C -2.814193 -5.882566 -5.685436 -0.40 -2.18 0.76
O -3.431201 -6.240224 -6.702909 0.35 0.62 -0.36
O -2.418641 -6.594787 -4.731798 0.25 0.38 -0.40
H -2.094398 -4.540954 -4.668643 -0.12 -0.10 0.04
O -1.975857 -10.484568 -12.987913 -0.96 0.62 -0.81
C -1.791975 -9.915137 -11.771367 1.80 -0.56 3.52
O -2.678504 -9.253297 -11.168595 -1.34 0.79 -1.65
O -0.709294 -10.192331 -11.193301 0.11 0.02 -0.89
H -1.141918 -10.932187 -13.174578 0.04 -0.03 0.16
```
Positions in Å, forces in eV/Å.

Löwdin population analysis, charges in e, atoms 1 to 99:
1. C -0.10
2. C -0.26
3. C -0.20
4. C -0.15
5. N -0.21
6. C -0.08
7. C -0.13
8. C -0.14
9. C -0.09
10. C -0.08
11. C -0.19
12. C -0.06
13. H 0.08
14. H 0.07
15. H 0.08
16. H 0.11
17. H 0.11
18. H 0.12
19. H 0.12
20. H 0.14
21. H 0.13
22. H 0.14
23. H 0.13
24. H 0.10
25. H 0.13
26. H 0.07
27. H 0.13
28. H 0.12
29. H 0.14
30. H 0.12
31. H 0.14
32. H 0.10
33. H 0.09
34. H 0.06
35. H 0.07
36. H 0.07
37. C -0.10
38. C -0.25
39. C -0.20
40. C -0.13
41. N -0.18
42. C -0.08
43. C -0.15
44. C -0.13
45. C -0.06
46. C -0.12
47. C -0.22
48. C -0.06
49. H 0.07
50. H 0.08
51. H 0.08
52. H 0.11
53. H 0.11
54. H 0.09
55. H 0.12
56. H 0.13
57. H 0.13
58. H 0.12
59. H 0.14
60. H 0.12
61. H 0.13
62. H 0.12
63. H 0.13
64. H 0.11
65. H 0.13
66. H 0.13
67. H 0.14
68. H 0.09
69. H 0.11
70. H 0.06
71. H 0.08
72. H 0.07
73. C -0.09
74. C -0.25
75. C -0.17
76. C -0.12
77. N -0.21
78. C -0.10
79. C -0.13
80. C -0.12
81. C -0.08
82. C -0.12
83. C -0.22
84. C -0.06
85. H 0.08
86. H 0.08
87. H 0.06
88. H 0.11
89. H 0.12
90. H 0.12
91. H 0.12
92. H 0.13
93. H 0.12
94. H 0.13
95. H 0.10
96. H 0.10
97. H 0.12
98. H 0.12
99. H 0.12